[1]
C32H77N13O8 | the ωB97M-V functional and the def2-TZVPD basis

Structure (XYZ):
```
130
C32H77N13O8 (the ωB97M-V functional and the def2-TZVPD basis)
C 9.17 -9.75 15.76
H 18.09 -11.35 17.15
H 8.55 -3.30 20.72
C 7.97 -8.85 15.30
H 5.15 -11.10 13.68
H 14.97 -3.17 14.56
H 7.29 -8.08 13.49
H 6.98 -10.14 12.23
H 11.86 -7.01 16.26
H 10.03 -9.32 15.27
C 9.21 -13.65 19.91
H 7.64 -6.76 15.02
C 7.84 -8.98 13.79
C 11.35 -11.64 18.34
C 9.86 -10.68 20.10
C 7.13 -10.23 13.30
C 11.13 -2.71 20.93
H 9.78 -2.88 17.04
H 7.24 -4.37 20.22
H 9.16 -7.10 18.90
C 14.67 -4.30 16.28
H 7.69 -10.51 20.00
H 8.12 -4.85 21.58
H 9.87 -10.51 21.18
C 8.97 -14.26 18.51
H 9.29 -2.44 18.59
H 11.95 -1.99 20.92
N 12.22 -7.51 19.38
C 8.74 -6.59 19.76
H 9.46 -5.27 17.60
H 7.25 -12.91 19.81
C 16.32 -10.16 17.26
H 9.67 -15.04 18.25
H 7.93 -12.39 21.22
H 8.59 -11.11 18.52
H 12.45 -10.30 20.32
N 11.58 -7.08 17.24
H 13.03 -5.06 19.22
C 11.23 -3.36 18.50
H 11.80 -11.15 21.76
C 11.47 -3.87 19.96
H 7.84 -15.02 20.84
N 6.68 -9.14 15.94
N 14.98 -10.44 17.51
H 6.27 -8.37 17.66
H 12.75 -7.90 20.14
O 13.04 -8.82 17.65
N 11.81 -8.02 12.92
H 11.78 -4.10 17.89
C 8.25 -4.33 20.63
H 4.23 -9.04 15.87
O 12.69 -6.74 14.59
H 12.81 -9.90 14.15
H 11.66 -10.63 18.07
H 13.31 -4.64 20.94
O 15.02 -3.45 17.05
N 10.65 -5.06 20.19
H 9.34 -7.26 15.03
H 12.18 -12.32 18.12
O 16.74 -9.07 17.01
H 13.85 -6.20 15.85
H 7.72 -11.12 13.52
C 9.21 -5.12 19.74
H 16.68 -12.26 17.61
H 14.25 -9.72 17.57
H 8.90 -14.25 21.97
H 10.19 -9.72 19.69
H 12.07 -9.74 24.15
H 13.54 -3.39 19.76
O 13.09 -7.49 21.97
H 5.18 -9.40 13.69
C 12.15 -11.25 20.73
C 13.12 -8.43 22.77
N 10.55 -13.08 20.23
H 15.15 -8.91 22.60
H 14.30 -9.89 23.72
N 12.04 -8.98 23.48
H 11.02 -3.12 21.94
H 11.72 -8.86 12.37
O 6.78 -9.14 17.37
C 8.89 -14.73 21.00
C 4.49 -10.08 16.07
C 12.34 -7.86 18.08
C 5.92 -10.31 15.53
H 6.49 -11.84 16.97
H 11.62 -6.71 19.58
H 9.60 -15.55 20.90
N 13.09 -9.02 14.55
H 11.16 -6.23 17.60
O 10.80 -5.46 21.60
H 5.84 -12.49 15.40
N 14.30 -9.06 23.13
O 11.60 -14.04 20.01
N 17.09 -11.38 17.30
H 10.16 -2.26 20.73
C 9.81 -3.25 18.07
C 8.20 -12.50 20.16
H 9.19 -9.81 16.85
H 7.99 -4.50 18.19
H 11.12 -8.62 23.24
H 14.36 -5.90 17.51
C 12.95 -4.28 19.98
C 5.78 -10.26 13.99
H 4.39 -10.29 17.14
H 13.60 -9.12 15.42
H 8.43 -7.20 16.60
H 11.63 -5.95 21.69
H 11.99 -13.78 19.16
C 9.07 -4.54 18.31
N 14.72 -4.11 14.85
H 14.36 -4.86 14.28
H 7.47 -11.84 15.53
H 9.11 -7.03 20.69
H 3.77 -10.77 15.61
H 10.54 -11.91 17.65
H 7.93 -14.58 18.52
H 8.97 -10.79 15.47
C 6.45 -11.73 15.88
C 8.51 -11.12 19.60
C 10.99 -11.69 19.84
H 12.97 -11.97 20.76
H 8.86 -8.90 13.42
N 14.19 -5.57 16.56
H 7.65 -6.56 19.73
H 11.30 -7.23 12.55
C 12.54 -7.86 14.05
C 8.38 -7.39 15.53
H 9.02 -13.49 17.73
H 14.70 -11.41 17.68
H 11.84 -2.45 18.47
```

## Properties
F_max = 4.35 eV/A
LUMO level = 0.272 eV
SMILES = CC1(C)CCCC(C)(C)N1O.CC1(C)CCCC(C)(C)N1O.CC1(C)CCCC(C)(C)N1O.NC(N)=O.NC(N)=O.NC(N)=O.NC(N)=O.NC(N)=O
E = -2579.301262 Ha
molar mass = 772.05 Da

Löwdin population analysis, charges in e, atoms 1 to 5: number 1, C, carries -0.002; number 2, H, carries 0.086; number 3, H, carries 0.064; number 4, C, carries -0.506; number 5, H, carries 0.120


[2]
C3H7N2OS | the ωB97M-V functional and the def2-TZVPD basis

Structure (XYZ):
```
14
C3H7N2OS (the ωB97M-V functional and the def2-TZVPD basis)
O 0.93 -4.10 -0.18
H -0.35 -0.57 -1.89
H -0.63 2.09 1.31
H -1.61 0.39 -1.63
N -0.91 1.57 0.47
C -0.24 0.56 0.01
S 1.63 1.14 1.75
N 0.91 0.10 0.49
C 0.81 -2.97 -0.34
H 1.23 -0.91 0.40
H -1.70 2.03 0.11
C -0.92 -0.25 -1.03
H 2.37 2.10 1.13
H -1.51 -1.16 -0.60
```

## Properties
F_max = 3.55 eV/A
LUMO level = -3.763 eV
charge = +1
E = -701.173808 Ha
molar mass = 119.17 Da

natural (NBO) population analysis, charges in e, atoms 1 to 5: number 1, O, carries -0.428; number 2, H, carries 0.273; number 3, H, carries 0.437; number 4, H, carries 0.257; number 5, N, carries -0.700


[3]
C5H5N2S | the ωB97M-V functional and the def2-TZVPD basis

Structure (XYZ):
```
13
C5H5N2S (the ωB97M-V functional and the def2-TZVPD basis)
H -0.80 1.54 -0.99
C 1.67 -0.07 -1.16
N 3.19 0.05 -3.18
C 1.96 -0.51 1.54
N 0.66 -0.06 -0.38
C -0.64 0.34 -0.92
C 0.71 -0.31 0.95
H -0.65 -0.06 -2.01
S 3.42 -0.51 0.69
C 2.48 0.00 -2.26
H 2.08 -0.68 2.54
H -0.14 -0.33 1.60
H -1.35 -0.25 -0.35
```

## Properties
F_max = 4.56 eV/A
LUMO level (alpha / beta) = -6.890 / -7.171 eV
charge = +1
E = -700.778752 Ha
molar mass = 125.18 Da

natural (NBO) population analysis, charges in e, atoms 1 to 5: number 1, H, carries 0.285; number 2, C, carries 0.368; number 3, N, carries -0.060; number 4, C, carries -0.311; number 5, N, carries -0.289